Record 1
{"formula": "C33H21BF4N5O7", "method": "wB97M-V/def2-TZVPD", "e_tot_ha": -2494.78463, "e_homo_ev": -11.3, "homo_lumo_gap_ha": 0.277, "max_force_ev_per_a": 1.46, "charge": 1, "species": ["N", "C", "O", "C", "N", "C", "N", "C", "F", "F", "C", "F", "F", "N", "B", "O", "O", "N", "H", "H", "H", "H", "H", "C", "C", "C", "C", "C", "C", "C", "O", "C", "C", "C", "C", "C", "C", "C", "O", "H", "H", "H", "H", "H", "H", "H", "H", "C", "C", "C", "C", "C", "C", "C", "O", "C", "C", "C", "C", "C", "C", "C", "O", "H", "H", "H", "H", "H", "H", "H", "H"], "coordinates": [[1.14398, 9.00170, -1.39995], [0.58781, 8.00334, -1.24257], [0.08190, 6.80136, -1.36428], [1.02250, 5.84008, -1.34689], [0.84646, 4.67376, -0.84574], [2.00414, 4.03157, -1.03978], [2.26626, 2.78386, -0.64632], [1.31492, 1.96778, 0.08685], [0.10236, 2.06385, -0.41263], [1.75500, 0.70765, -0.04058], [1.33061, 2.27576, 1.59972], [2.61630, 2.43729, 1.95332], [0.65672, 3.40184, 1.84984], [2.88178, 4.81909, -1.67292], [4.35063, 4.64324, -2.12014], [5.27003, 5.28609, -1.37952], [4.63613, 3.93847, -3.22792], [2.23540, 6.00515, -1.87268], [3.15751, 2.36527, -0.84478], [0.88713, 1.45001, 2.14694], [5.02981, 5.26672, -0.44518], [4.97361, 3.05730, -3.03628], [2.66389, 6.79608, -2.33245], [-2.73734, -4.16125, -6.93336], [-1.46018, -3.70672, -7.24410], [-0.93189, -2.61170, -6.58287], [-1.68299, -1.95897, -5.61385], [-2.97467, -2.40405, -5.31607], [-3.49320, -3.51187, -5.97251], [-3.81731, -1.69706, -4.31143], [-4.93385, -2.08242, -4.04474], [-3.24851, -0.49007, -3.64260], [-4.03096, 0.21867, -2.73879], [-3.51291, 1.33229, -2.09973], [-2.20743, 1.73725, -2.35922], [-1.42800, 1.03760, -3.26178], [-1.94504, -0.07338, -3.91172], [-1.09415, -0.79480, -4.90070], [0.04628, -0.43370, -5.11348], [-3.14436, -5.02201, -7.44624], [-0.87673, -4.21008, -8.00298], [0.06197, -2.25776, -6.81717], [-4.48793, -3.85844, -5.73076], [-5.04298, -0.10527, -2.54104], [-4.12374, 1.88419, -1.39804], [-1.80107, 2.60534, -1.85853], [-0.41398, 1.35022, -3.47155], [1.93758, -1.30126, 2.37892], [3.05819, -1.65788, 3.12483], [2.90545, -2.30740, 4.33665], [1.63200, -2.59280, 4.81470], [0.50994, -2.21588, 4.07827], [0.66785, -1.57911, 2.85423], [-0.86821, -2.47157, 4.59118], [-1.83734, -2.14137, 3.94089], [-1.01120, -3.12909, 5.91738], [-2.28209, -3.33140, 6.43939], [-2.43307, -3.95327, 7.66653], [-1.31585, -4.38296, 8.37489], [-0.04614, -4.18012, 7.86241], [0.11245, -3.54642, 6.63731], [1.48673, -3.30951, 6.11697], [2.46507, -3.67969, 6.72761], [2.05617, -0.80590, 1.42842], [4.05038, -1.43087, 2.75740], [3.76979, -2.59405, 4.91898], [-0.20844, -1.30352, 2.28165], [-3.14757, -2.99952, 5.88368], [-3.42321, -4.10657, 8.07364], [-1.43766, -4.87440, 9.33053], [0.82527, -4.50873, 8.41074]], "forces_ev_per_a": [[-0.3458, -0.2922, 0.5513], [0.4725, 0.7670, -1.1523], [-0.2260, -0.2369, 0.6352], [0.2139, 0.7107, -0.4074], [-0.7809, -0.9615, 0.6652], [-0.2036, 0.2203, -0.3195], [-0.3757, 0.0716, -0.2719], [0.6493, 0.0452, 0.6300], [-0.3444, 0.0567, -0.1905], [0.1357, -0.1530, -0.3894], [-0.4710, -0.3641, -0.1975], [0.3788, 0.0556, 0.1817], [-0.0401, 0.4482, -0.0121], [0.8151, -0.2060, -0.3623], [0.5360, 0.2095, -0.0805], [-0.2189, -0.6618, 0.2011], [-0.7877, -0.2618, 0.3916], [-0.1289, 0.2492, 0.1050], [0.0696, -0.1788, 0.0423], [-0.0263, -0.1864, 0.1842], [0.1637, 0.7224, 0.1861], [0.5158, -0.0612, -0.5254], [0.0137, 0.1174, 0.0079], [0.0546, 0.0224, -0.0119], [-0.0496, -0.0181, 0.0189], [0.0394, -0.0849, -0.0835], [-0.1075, 0.0322, 0.0621], [0.1035, 0.1024, 0.0291], [-0.0208, -0.0992, -0.0815], [-0.1574, -0.0940, 0.0130], [-0.0028, 0.0126, 0.0072], [0.0841, 0.0238, -0.0392], [-0.0258, 0.0840, 0.1009], [0.0520, -0.0242, -0.0375], [-0.1040, 0.0033, -0.0109], [0.0380, 0.1703, 0.1270], [-0.0794, -0.1059, -0.0475], [0.1716, 0.0057, -0.0693], [0.0007, 0.0152, 0.0259], [-0.0044, -0.0095, -0.0087], [0.0064, -0.0133, -0.0050], [0.0121, 0.0663, 0.0683], [-0.0304, 0.0735, 0.0594], [0.0000, -0.0933, -0.0538], [-0.0096, 0.0051, 0.0046], [-0.0491, 0.0429, 0.0114], [0.0214, -0.0740, -0.0946], [0.0522, -0.0588, 0.1565], [-0.0681, 0.0163, -0.0055], [0.1100, 0.0518, -0.0801], [-0.1057, 0.0234, -0.0340], [0.0444, -0.0449, 0.1183], [0.0627, 0.1296, -0.1462], [-0.1807, 0.0134, -0.0563], [0.0186, 0.0349, -0.0060], [0.1359, -0.0008, 0.0099], [-0.1048, -0.0355, 0.0690], [0.0525, -0.0220, 0.0293], [-0.0462, 0.0216, -0.0360], [-0.0492, -0.0492, 0.1141], [-0.0421, 0.0678, -0.1246], [0.1085, -0.0794, 0.1280], [0.0153, 0.0185, -0.0060], [0.0560, -0.1357, 0.0136], [0.0120, -0.0207, -0.0116], [-0.0497, -0.0623, 0.0747], [-0.0787, -0.0658, 0.0647], [0.0429, 0.0233, -0.0878], [-0.0118, -0.0086, 0.0043], [-0.0040, -0.0059, 0.0119], [0.0722, 0.0359, -0.0573]], "mulliken_charge": [-0.314, 0.446, -0.315, 0.610, -0.373, 0.011, -0.102, 0.469, -0.178, -0.328, 0.315, -0.300, -0.248, 0.558, 0.400, -0.452, -0.434, -0.280, 0.210, 0.323, 0.359, 0.327, 0.296, -0.482, -0.486, -0.559, 0.252, 0.142, -0.568, 0.615, -0.643, 0.252, -0.540, -0.769, -0.259, -0.594, 0.111, 0.572, -0.685, 0.408, 0.399, 0.460, 0.483, 0.498, 0.425, 0.438, 0.518, -0.245, -0.818, -0.567, 0.206, 0.275, -0.986, 0.552, -0.658, 0.208, -0.569, -0.489, -0.481, -0.572, 0.172, 0.652, -0.648, 0.759, 0.407, 0.495, 0.559, 0.471, 0.404, 0.406, 0.480]}



Record 2
{"formula": "C3H9NO", "method": "wB97M-V/def2-TZVPD", "e_tot_ha": -249.56318, "e_homo_ev": -9.1, "smiles": "C=C.NCO", "homo_lumo_gap_ha": 0.368, "max_force_ev_per_a": 6.38, "species": ["C", "C", "H", "H", "H", "H", "N", "C", "O", "H", "H", "H", "H", "H"], "coordinates": [[2.03153, -1.83518, -0.10598], [2.61076, -0.51656, -0.30315], [2.00209, -2.25395, 0.90445], [1.90974, -2.22944, -1.07594], [3.44041, -0.30464, 0.46583], [2.30443, 0.19263, -1.11395], [-0.97454, 1.09490, 0.75676], [-1.78821, 0.66536, -0.42921], [-3.20792, 0.71160, 0.03547], [-1.47749, 1.57993, 1.55329], [-0.50779, 0.37474, 1.25384], [-1.70065, -0.36027, -0.72628], [-1.34234, 1.20411, -1.29398], [-3.30002, 1.67677, 0.07886]], "forces_ev_per_a": [[2.6183, 5.7952, -0.5225], [-0.5338, -3.6474, 2.4035], [0.5767, -0.5035, -0.8675], [-1.7723, -1.3027, -0.4816], [-1.9398, 0.8141, -0.9470], [1.0179, -1.1562, 0.4335], [-0.4113, 0.9385, 0.3076], [-0.2522, -0.1727, 2.7286], [1.9171, 1.4997, -2.0067], [0.1332, -0.6567, -1.9583], [0.4664, -1.1132, -0.0878], [0.5969, -0.7756, 0.4553], [-1.6242, 0.5803, 0.3112], [-0.7930, -0.2999, 0.2316]], "nbo_charge": [-0.437, -0.391, 0.212, 0.208, 0.197, 0.210, -0.894, 0.068, -0.705, 0.368, 0.366, 0.172, 0.169, 0.456]}



Record 3
{"formula": "C20H32N4O6S2SbSe4Ti", "method": "wB97M-V/def2-TZVPD", "e_tot_ha": -12943.73753, "e_homo_ev": -3.1, "homo_lumo_gap_ha": 0.127, "max_force_ev_per_a": 4.15, "charge": -1, "species": ["Ti", "O", "C", "O", "C", "C", "C", "C", "C", "N", "C", "O", "O", "H", "H", "H", "H", "C", "C", "C", "S", "O", "C", "C", "C", "H", "H", "H", "H", "H", "H", "H", "H", "H", "H", "H", "H", "H", "H", "Se", "Sb", "Se", "Se", "Se", "C", "C", "C", "O", "H", "H", "H", "H", "H", "H", "H", "C", "C", "C", "N", "N", "C", "N", "S", "H", "H", "H", "H", "H", "H", "H"], "coordinates": [[0.38813, 0.41194, 0.18385], [2.88167, -3.94901, 1.02697], [2.50109, -2.66319, 0.79430], [2.69441, -2.13778, -0.28783], [1.88009, -2.02357, 1.94240], [1.92206, -2.58261, 3.22862], [1.37390, -1.89311, 4.28653], [0.79653, -0.64143, 4.05566], [0.80721, -0.16683, 2.75376], [1.31882, -0.81648, 1.72491], [0.29650, 1.19442, 2.40604], [-0.58178, 1.72925, 3.08076], [0.84931, 1.71926, 1.39629], [3.28716, -4.30646, 0.22299], [2.41370, -3.53325, 3.35538], [1.41882, -2.29890, 5.28632], [0.35729, -0.04344, 4.83937], [-5.09726, -0.19671, 3.13574], [-4.01509, 0.03224, 2.08439], [-3.31160, 1.36511, 2.26499], [-2.05129, 1.66984, 0.97126], [-1.41936, 0.29125, 0.87380], [-3.28187, 1.79727, -0.42970], [-3.27395, 0.64309, -1.42076], [-3.98412, 1.01476, -2.71928], [-5.64921, -1.10789, 2.90948], [-5.79156, 0.64254, 3.14486], [-4.66929, -0.30094, 4.13098], [-4.47719, -0.01181, 1.09516], [-3.27682, -0.77479, 2.13668], [-2.76405, 1.40206, 3.20565], [-4.00657, 2.20326, 2.22475], [-3.01751, 2.73439, -0.93514], [-4.26684, 1.93207, 0.01190], [-3.74616, -0.23127, -0.96034], [-2.23731, 0.33922, -1.64485], [-4.97663, 1.40511, -2.50857], [-4.07613, 0.14058, -3.35845], [-3.44059, 1.77821, -3.27939], [-0.68526, 2.38247, -5.17877], [-0.69077, 3.53590, -3.02674], [-0.19442, 2.00444, -1.13739], [0.98321, 5.29747, -3.23886], [-2.84857, 4.67228, -2.90389], [-1.67208, -2.46986, -1.31568], [-0.17571, -2.12701, -1.35549], [0.41414, -2.28191, -2.76114], [0.04707, -0.85796, -0.88043], [-1.81104, -3.54390, -1.41751], [-2.21199, -1.95791, -2.11003], [-2.08173, -2.14994, -0.35436], [0.33483, -2.83797, -0.67549], [-0.00844, -1.52220, -3.42002], [0.19326, -3.27069, -3.15754], [1.49399, -2.14648, -2.70704], [6.59163, 1.64362, -0.01161], [5.81225, 0.33755, 0.12397], [4.51276, 0.43479, -0.58343], [3.36500, 0.53322, -0.03446], [2.34172, 0.62613, -0.89035], [2.70343, 0.61620, -2.15743], [1.90357, 0.64276, -3.22057], [4.43624, 0.47644, -2.34509], [7.55034, 1.56228, 0.49275], [6.02718, 2.45983, 0.43028], [6.76389, 1.87244, -1.05992], [5.62071, 0.12116, 1.17630], [6.38867, -0.48347, -0.31048], [0.89597, 0.71025, -3.07350], [2.22560, 0.95367, -4.12552]], "forces_ev_per_a": [[1.7400, -0.7972, -3.6771], [-0.2303, 0.2169, 0.4736], [1.1613, -0.5074, -2.9579], [-0.2933, -0.7637, 1.6196], [-0.7680, 0.8515, 1.4809], [0.2615, 0.0135, -1.1452], [-0.3983, 0.9392, 0.2046], [0.2793, -0.8677, 0.0376], [0.0300, -0.0610, 0.7841], [0.7109, -1.3471, 0.6036], [-0.8314, 1.6526, 2.9401], [1.0046, -0.5678, 0.6938], [1.4371, 1.6441, 1.9399], [-0.0834, 0.3060, -0.0433], [-0.0216, -0.0850, 0.0585], [-0.0324, -0.0492, 0.0538], [-0.0320, 0.0426, -0.0224], [0.1455, 0.0387, -0.1518], [-0.1319, -0.1525, 0.0570], [0.3784, -0.3056, -0.0233], [-3.4625, 1.8665, 0.0518], [-0.4689, -1.6946, 0.8400], [0.6846, 0.0992, -0.1296], [0.3776, -0.3986, 0.0203], [0.1387, 0.0568, 0.0976], [-0.0961, -0.0183, 0.0477], [-0.1378, -0.0113, 0.0710], [0.0289, 0.0492, 0.1173], [0.0776, -0.0435, 0.0240], [-0.0815, 0.1135, -0.1037], [-0.0894, 0.0395, -0.0051], [0.0214, 0.1107, -0.0744], [-0.0156, -0.0284, 0.0327], [-0.0258, -0.0212, 0.1607], [-0.0278, -0.0012, -0.0334], [-0.4335, 0.2052, 0.1114], [-0.2086, 0.0597, -0.0596], [-0.0543, -0.1533, -0.0734], [-0.0341, -0.0172, 0.1141], [0.1841, -0.9234, 0.3475], [-0.2863, 2.5423, -2.8392], [-0.6488, 2.9105, -1.8368], [0.2812, -0.4230, 0.5771], [-0.1349, -0.3755, 0.7159], [0.3236, 0.2640, 0.1932], [-0.3232, -1.3429, -0.4863], [-0.0146, 0.1300, 0.5201], [-0.3649, -3.0562, -1.2855], [-0.0191, -0.1127, -0.0813], [-0.0341, 0.0267, -0.0427], [-0.0570, -0.0340, -0.0575], [-0.1210, 0.0995, -0.2390], [-0.0233, -0.0447, -0.0523], [-0.0346, -0.0945, -0.0599], [0.0104, 0.0087, -0.1245], [0.0527, -0.1568, 0.1130], [0.1367, 0.1899, -0.0124], [0.0058, -0.0234, -0.5324], [1.1210, -0.1299, 0.8044], [-0.4259, -0.2523, -0.2661], [0.3904, 0.0422, -0.1428], [-0.4969, -0.1462, 0.0915], [-0.3819, 0.0530, 0.5310], [0.1573, 0.0715, 0.0335], [-0.0251, 0.1197, 0.0099], [0.0709, 0.1030, -0.0833], [-0.0584, -0.0792, -0.0654], [0.0147, -0.0485, 0.1357], [0.2585, 0.1953, -0.1383], [-0.0761, 0.0734, 0.1372]], "nbo_charge": [0.980, -0.691, 0.756, -0.534, 0.081, -0.187, -0.159, -0.169, 0.131, -0.378, 0.733, -0.638, -0.615, 0.507, 0.243, 0.226, 0.253, -0.598, -0.415, -0.581, 1.289, -0.938, -0.589, -0.425, -0.613, 0.207, 0.200, 0.198, 0.207, 0.213, 0.250, 0.223, 0.296, 0.215, 0.183, 0.238, 0.192, 0.200, 0.263, -0.849, 1.014, -0.258, -0.772, -0.780, -0.625, 0.128, -0.627, -0.616, 0.200, 0.218, 0.216, 0.135, 0.228, 0.201, 0.220, -0.594, -0.444, 0.068, -0.239, -0.366, 0.314, -0.791, 0.309, 0.204, 0.221, 0.210, 0.225, 0.209, 0.453, 0.434]}